1.
A gas-phase ion, C3H4N (charge +1) in a non-equilibrium geometry, computed with ωB97M-V/def2-TZVPD.

LUMO (alpha / beta): -0.2729 / -0.2760 Ha
Spin multiplicity: 1
Net charge: +1
F_max: 5.5 eV/A
Gap between HOMO and LUMO (alpha / beta): 8.25 / 8.27 eV
Electronic energy: -170.95373 Ha

Each line ends with the natural charge from an NBO analysis.
Element x y z (Å)
C (-0.271, 1.206, 0.050)  0.159
C (-1.438, -0.018, 0.044)  0.365
C (-0.177, -0.853, 0.034)  -0.480
N (0.607, 0.282, 0.060)  -0.372
H (-0.118, 2.323, -0.090)  0.282
H (-0.221, -1.624, 0.855)  0.301
H (0.069, -1.645, -0.754)  0.304
H (1.549, 0.328, -0.199)  0.441



2.
C45H42N2O4 in the gas phase in a non-equilibrium geometry, computed with ωB97M-V/def2-TZVPD.

LUMO: 0.0272 Ha
Spin multiplicity: 1
Net charge: 0
F_max: 3.3 eV/A
Gap between HOMO and LUMO: 8.11 eV
Electronic energy: -2150.39724 Ha

Each line ends with the Löwdin charge.
Element x y z (Å)
C (-6.012, -1.228, 4.556)  -0.075
C (-4.689, -1.711, 4.031)  -0.211
O (-3.775, -0.566, 3.903)  -0.017
C (-2.643, -0.997, 3.280)  -0.338
C (-1.818, 0.146, 2.462)  -0.180
C (-2.400, 1.488, 2.929)  -0.033
C (-0.390, 0.138, 3.026)  -0.477
O (0.403, 1.068, 2.969)  0.110
O (-0.056, -1.042, 3.459)  -0.006
C (1.344, -1.214, 3.812)  -0.178
C (1.482, -2.692, 3.974)  -0.063
O (-2.453, -2.200, 3.268)  0.070
H (-6.613, -2.122, 4.755)  0.081
H (-5.936, -0.632, 5.472)  0.082
H (-6.550, -0.623, 3.814)  0.080
H (-4.260, -2.457, 4.707)  0.126
H (-4.814, -2.109, 3.022)  0.130
H (-1.683, 2.265, 2.662)  0.085
H (-3.360, 1.712, 2.452)  0.093
H (-2.538, 1.489, 4.019)  0.106
H (1.941, -0.864, 2.977)  0.126
H (1.520, -0.634, 4.723)  0.134
H (2.481, -2.943, 4.348)  0.082
H (0.743, -3.116, 4.652)  0.083
H (1.320, -3.200, 3.015)  0.075
C (3.821, 6.953, 1.240)  -0.092
C (2.495, 7.215, 1.560)  -0.087
C (1.438, 6.663, 0.830)  0.000
C (1.701, 5.818, -0.262)  -0.225
N (0.592, 5.251, -0.962)  -0.045
C (0.292, 5.830, -2.237)  -0.213
C (0.993, 5.469, -3.395)  -0.015
C (0.786, 6.175, -4.585)  -0.081
C (-0.132, 7.225, -4.643)  -0.094
C (-0.820, 7.581, -3.491)  -0.085
C (-0.603, 6.911, -2.280)  -0.009
C (0.145, 3.971, -0.575)  -0.215
C (-1.222, 3.821, -0.304)  0.012
C (-1.655, 2.641, 0.280)  -0.058
C (-0.843, 1.529, 0.402)  -0.188
C (-1.528, 0.201, 0.849)  -0.088
C (-0.863, -0.985, 0.151)  -0.164
C (-0.836, -2.223, 0.787)  -0.023
C (-0.356, -3.370, 0.177)  0.003
C (0.032, -3.342, -1.178)  -0.218
N (0.404, -4.526, -1.780)  -0.024
C (0.675, -4.662, -3.173)  -0.226
C (2.001, -4.639, -3.636)  -0.010
C (2.294, -4.880, -4.978)  -0.083
C (1.293, -5.240, -5.876)  -0.095
C (-0.013, -5.337, -5.414)  -0.086
C (-0.339, -5.050, -4.079)  -0.005
C (0.892, -5.575, -0.949)  -0.244
C (0.214, -6.810, -0.938)  0.001
C (0.606, -7.775, -0.005)  -0.083
C (1.725, -7.574, 0.796)  -0.095
C (2.459, -6.391, 0.694)  -0.083
C (2.024, -5.367, -0.139)  -0.032
C (0.000, -2.119, -1.860)  -0.003
C (-0.401, -0.958, -1.191)  -0.025
C (0.536, 1.668, 0.101)  -0.018
C (1.025, 2.892, -0.403)  0.017
C (3.025, 5.613, -0.643)  -0.023
C (4.070, 6.152, 0.125)  -0.078
H (4.634, 7.355, 1.834)  0.101
H (2.266, 7.870, 2.389)  0.097
H (0.389, 6.864, 1.069)  0.117
H (1.692, 4.619, -3.339)  0.116
H (1.364, 5.901, -5.456)  0.098
H (-0.289, 7.763, -5.568)  0.099
H (-1.531, 8.395, -3.509)  0.098
H (-1.137, 7.175, -1.366)  0.113
H (-1.916, 4.657, -0.475)  0.120
H (-2.712, 2.537, 0.582)  0.115
H (-2.603, 0.187, 0.771)  0.141
H (-1.302, -2.344, 1.769)  0.087
H (-0.321, -4.315, 0.736)  0.121
H (2.799, -4.435, -2.902)  0.122
H (3.328, -4.792, -5.308)  0.103
H (1.524, -5.432, -6.917)  0.101
H (-0.808, -5.666, -6.078)  0.101
H (-1.359, -5.169, -3.690)  0.119
H (-0.636, -6.959, -1.621)  0.121
H (0.009, -8.686, 0.071)  0.104
H (2.016, -8.322, 1.520)  0.097
H (3.377, -6.241, 1.266)  0.105
H (2.550, -4.392, -0.191)  0.133
H (0.320, -2.043, -2.900)  0.111
H (-0.435, -0.005, -1.721)  0.114
H (1.226, 0.822, 0.149)  0.121
H (2.073, 3.004, -0.716)  0.112
H (3.219, 5.000, -1.537)  0.110
H (5.088, 5.937, -0.166)  0.096



3.
A molecular structure, C20H29Br42INO5PSi2 in a non-equilibrium geometry, computed with ωB97M-V/def2-TZVPD.

LUMO: -0.0176 Ha
Spin multiplicity: 1
Net charge: 0
F_max: 3.5 eV/A
Gap between HOMO and LUMO: 7.46 eV
Electronic energy: -110536.94212 Ha

Each line ends with the Löwdin charge.
Element x y z (Å)
C (-1.684, 1.984, 1.556)  -0.001
C (-1.609, 1.731, -0.002)  -0.414
O (-2.495, 1.039, -0.532)  0.055
O (-0.621, 2.236, -0.864)  -0.120
C (0.707, 2.121, -0.302)  -0.330
C (1.332, 0.655, -0.367)  -0.243
Si (2.401, 0.172, 1.140)  0.394
O (3.938, 0.955, 1.220)  -0.469
Si (3.835, 2.604, 1.702)  0.483
C (2.709, 2.945, 3.213)  -0.290
C (2.883, 1.925, 4.413)  -0.806
O (3.984, 1.614, 4.844)  -0.049
I (1.136, 0.993, 5.365)  0.948
P (2.830, -2.012, 0.871)  0.635
N (4.561, -2.090, 0.521)  -0.232
O (2.550, -2.859, 2.334)  -0.411
H (-2.686, 1.724, 1.998)  0.064
H (-1.481, 3.096, 1.738)  0.105
H (-0.833, 1.438, 2.092)  0.074
H (1.385, 2.800, -0.934)  -0.028
H (0.798, 2.533, 0.761)  0.071
H (2.028, 0.615, -1.275)  0.064
H (0.543, -0.155, -0.486)  0.094
H (1.664, 0.261, 2.426)  -0.036
H (5.146, 3.232, 1.944)  -0.094
H (3.228, 3.328, 0.561)  -0.058
H (3.034, 3.965, 3.629)  0.103
H (1.613, 3.096, 2.920)  0.068
H (5.061, -1.976, 1.417)  0.037
H (4.794, -2.996, 0.098)  -0.033
H (2.605, -3.811, 2.098)  -0.035
C (1.546, -5.831, -1.170)  -1.577
Br (2.994, -4.990, -0.196)  0.642
Br (1.783, -5.674, -3.086)  0.567
Br (1.265, -7.665, -0.617)  0.559
H (0.640, -5.286, -0.915)  -0.057
C (-1.792, -6.987, -5.072)  -1.580
Br (-1.012, -5.665, -6.256)  0.554
Br (-0.899, -8.702, -5.217)  0.547
Br (-1.867, -6.359, -3.237)  0.460
H (-2.819, -7.137, -5.395)  -0.086
C (-4.189, -5.772, 0.212)  -1.608
Br (-2.354, -5.160, 0.071)  0.541
Br (-4.281, -7.683, 0.527)  0.560
Br (-5.175, -4.756, 1.532)  0.540
H (-4.661, -5.587, -0.749)  -0.066
C (-4.963, -4.064, -5.373)  -1.558
Br (-3.506, -3.239, -4.397)  0.528
Br (-4.727, -3.903, -7.289)  0.545
Br (-5.246, -5.907, -4.834)  0.591
H (-5.867, -3.516, -5.116)  -0.024
C (2.547, 6.923, 0.490)  -1.560
Br (1.450, 5.420, -0.052)  0.619
Br (1.733, 7.925, 1.936)  0.561
Br (4.356, 6.372, 0.920)  0.554
H (2.613, 7.592, -0.364)  -0.022
C (0.619, 3.308, -4.067)  -1.561
Br (-0.735, 4.345, -3.149)  0.618
Br (0.812, 3.853, -5.916)  0.585
Br (2.310, 3.342, -3.123)  0.590
H (0.281, 2.275, -4.073)  -0.015
C (6.672, 0.579, -2.037)  -1.586
Br (6.691, -1.115, -2.977)  0.564
Br (4.956, 1.467, -2.190)  0.554
Br (7.221, 0.385, -0.188)  0.574
H (7.405, 1.220, -2.520)  -0.028
C (-3.175, -1.077, -10.003)  -1.610
Br (-4.334, -2.520, -10.578)  0.538
Br (-3.950, -0.071, -8.539)  0.553
Br (-1.394, -1.712, -9.577)  0.559
H (-3.077, -0.393, -10.842)  -0.030
C (-4.998, -1.144, -0.407)  -1.556
Br (-5.215, -2.850, -1.305)  0.552
Br (-6.586, -0.045, -0.560)  0.582
Br (-4.447, -1.358, 1.439)  0.526
H (-4.195, -0.616, -0.918)  -0.049
C (-2.059, 1.166, 5.193)  -1.684
Br (-2.272, -0.545, 4.308)  0.555
Br (-3.652, 2.260, 5.034)  0.562
Br (-1.508, 0.958, 7.040)  0.499
H (-1.258, 1.692, 4.680)  -0.149
C (8.160, 5.017, 3.199)  -1.587
Br (6.619, 4.060, 3.876)  0.608
Br (9.615, 3.818, 2.755)  0.572
Br (7.692, 6.168, 1.710)  0.540
H (8.512, 5.662, 4.000)  -0.027
C (0.768, 9.714, 5.336)  -1.634
Br (2.520, 10.532, 5.217)  0.556
Br (0.886, 7.799, 5.613)  0.534
Br (-0.337, 10.568, 6.678)  0.569
H (0.279, 9.867, 4.377)  -0.037
C (-7.195, 3.223, 6.365)  -1.620
Br (-8.794, 2.129, 6.389)  0.569
Br (-6.652, 3.663, 4.557)  0.525
Br (-7.390, 4.808, 7.463)  0.566
H (-6.396, 2.630, 6.802)  -0.045
C (-2.678, -11.010, -1.988)  -1.584
Br (-0.892, -10.281, -2.135)  0.513
Br (-2.976, -11.851, -0.268)  0.569
Br (-3.996, -9.647, -2.382)  0.520
H (-2.781, -11.786, -2.743)  -0.024



4.
A molecular structure, C6H16N2 in a non-equilibrium geometry, computed with ωB97M-V/def2-TZVPD.

LUMO: 0.0383 Ha
Spin multiplicity: 1
Net charge: 0
F_max: 6.0 eV/A
Gap between HOMO and LUMO: 9.87 eV
Electronic energy: -347.52320 Ha

Each line ends with the natural charge from an NBO analysis.
Element x y z (Å)
N (1.947, -0.398, 1.706)  -0.844
C (1.794, -0.793, 0.312)  -0.049
C (3.017, -0.349, -0.491)  -0.623
C (0.539, -0.139, -0.350)  -0.460
N (-0.930, -0.630, 0.525)  -0.580
C (-1.858, 1.618, 0.275)  -0.631
C (-2.086, 0.107, 0.194)  -0.112
C (-2.676, -0.232, -1.198)  -0.618
H (1.032, -0.570, 2.139)  0.360
H (2.385, -1.124, 2.272)  0.360
H (1.731, -1.892, 0.257)  0.180
H (3.952, -0.669, -0.002)  0.220
H (3.217, 0.752, -0.624)  0.218
H (2.996, -0.918, -1.446)  0.208
H (0.821, 0.961, -0.547)  0.224
H (0.619, -0.730, -1.285)  0.253
H (-0.006, 0.168, 0.747)  0.418
H (-0.917, 1.947, -0.472)  0.202
H (-2.712, 2.299, 0.079)  0.225
H (-1.475, 1.898, 1.426)  0.213
H (-2.794, -0.345, 0.918)  0.214
H (-3.785, -0.039, -1.116)  0.205
H (-2.221, 0.421, -1.892)  0.201
H (-2.591, -1.345, -1.427)  0.218